[1]
# C21H45N4O

2 unconnected molecules or ions with the total composition C21H45N4O at a distorted geometry (ωB97M-V/def2-TZVPD, the OMol25 dataset).

```
! wB97M-V def2-TZVPD RIJCOSX def2/J DEFGRID3
* xyz 1 1
C 1.25109 -1.00069 0.74488
C 0.15306 -1.17252 -0.39842
C 0.32109 -0.05714 -1.53491
C 0.59245 1.35111 -0.90804
N 1.69089 2.16637 -0.89966
C 1.32358 3.35663 -0.18238
C 2.28409 4.56605 0.07909
C 3.54745 3.98858 0.87926
C 4.82492 4.91597 0.79422
N 5.73577 4.48213 -0.29266
C -0.08151 3.17773 0.21760
C -0.97220 4.20019 0.99092
C -1.84250 3.57630 2.15136
C -3.12242 2.76725 1.64610
C -4.47515 3.59025 1.72565
C -5.09308 3.98419 0.32451
O -4.12855 4.07929 -0.73793
C -4.51818 5.03966 -1.73614
N -0.49249 1.89234 -0.24276
H 1.00520 -0.13509 1.43092
H 1.24553 -1.92912 1.38607
H 2.27347 -0.82121 0.30985
H 0.21250 -2.17685 -0.91191
H -0.86708 -1.01444 0.07128
H 1.09852 -0.32632 -2.29860
H -0.69072 0.01323 -2.04628
H 2.58259 1.94068 -1.34940
H 2.64097 5.06546 -0.86782
H 1.75887 5.32133 0.72366
H 3.22460 3.87908 1.95084
H 3.79738 2.96635 0.46714
H 5.40357 4.82523 1.77189
H 4.49248 5.98601 0.70586
H 6.29156 3.66517 -0.01188
H 6.43258 5.22952 -0.41152
H -1.67626 4.66963 0.24046
H -0.30830 5.02616 1.37001
H -1.27232 2.93624 2.87984
H -2.24654 4.44676 2.75950
H -3.23644 1.89792 2.36943
H -3.01149 2.32344 0.61877
H -5.23983 2.93554 2.25177
H -4.38520 4.51663 2.36233
H -5.54715 5.02105 0.45461
H -5.96154 3.32003 0.02397
H -4.36668 4.67724 -2.79291
H -5.59572 5.36659 -1.66039
H -3.85446 5.94529 -1.59996
H -1.37211 1.38600 -0.15543
C -1.31378 -5.53371 -2.07823
C -0.85066 -6.48191 -0.97938
N 0.50297 -6.97913 -1.17357
C 0.83723 -8.10512 -0.30769
C 0.86844 -7.85790 1.20063
C 1.54266 -5.97068 -1.31577
C 1.70959 -4.95510 -0.18343
H -1.20056 -5.98891 -3.06452
H -2.37057 -5.29417 -1.93965
H -0.76119 -4.59057 -2.06388
H -1.53891 -7.33210 -0.97789
H -0.96816 -5.98434 -0.00605
H 1.80020 -8.52377 -0.61676
H 0.11228 -8.90348 -0.50240
H 1.75025 -7.29000 1.50007
H 0.91663 -8.81478 1.72721
H -0.02218 -7.33631 1.55607
H 1.35382 -5.41541 -2.24096
H 2.50338 -6.46328 -1.49219
H 0.75806 -4.53256 0.14843
H 2.32708 -4.12017 -0.53062
H 2.21714 -5.38789 0.67787
*
```

## Properties
- frontier orbital gap (Ha) = 0.271
- E_HOMO (eV) = -9.8
- energy above the lowest of the compared OMol25 structures with the same formula, charge and spin (kcal/mol) = 0.00
- LUMO level (eV) = -2.4



[2]
# C21H45NO8

3 unconnected molecules or ions with the total composition C21H45NO8 (ωB97M-V/def2-TZVPD, the OMol25 dataset).

```
! wB97M-V def2-TZVPD RIJCOSX def2/J DEFGRID3
* xyz 0 1
C -0.63737 4.97312 -0.07329
O -1.41398 5.04851 -1.24810
C -1.62910 3.79237 -1.86416
C -2.42965 2.81814 -1.01270
C -3.00654 1.67664 -1.84192
C -3.83152 0.68843 -1.02247
C -3.05439 0.09324 0.15195
C -3.53109 -1.30017 0.55683
C -3.10460 -1.72919 1.96498
C -1.62554 -1.48877 2.26897
C -0.68686 -2.42757 1.48599
C 0.14036 -1.81551 0.35424
N 1.13887 -2.80335 -0.05859
C 0.87428 -0.54872 0.75116
O 1.66820 -0.13761 -0.34243
C 2.58293 0.87156 0.00539
H 0.10024 4.16398 -0.13288
H -0.10287 5.91755 0.03269
H -1.25258 4.82670 0.81986
H -2.16083 4.00637 -2.79293
H -0.65862 3.34685 -2.12765
H -1.78485 2.40656 -0.23087
H -3.23372 3.36446 -0.50829
H -2.18780 1.13223 -2.32678
H -3.61953 2.09668 -2.64489
H -4.17467 -0.11953 -1.67556
H -4.72884 1.19304 -0.65028
H -1.99679 0.04434 -0.12385
H -3.11171 0.76407 1.01517
H -4.62201 -1.33928 0.48273
H -3.15452 -2.02781 -0.17124
H -3.72554 -1.22064 2.70808
H -3.30260 -2.80000 2.08027
H -1.38414 -0.44860 2.05203
H -1.46026 -1.60773 3.34068
H -1.29424 -3.22056 1.03781
H 0.00585 -2.93179 2.16381
H -0.53133 -1.54980 -0.47586
H 1.47589 -2.61280 -0.99272
H 0.73478 -3.73253 -0.05606
H 0.16796 0.25539 0.99621
H 1.49970 -0.74497 1.63330
H 3.18061 1.09878 -0.87472
H 3.24447 0.53838 0.81312
H 2.06968 1.78514 0.33410
C -0.17215 -8.01102 4.36084
C -0.17821 -8.18528 2.85937
O -1.51943 -8.15160 2.32757
C -2.04152 -6.93793 2.18116
O -1.48981 -5.89118 2.41048
O -3.28555 -7.06754 1.72004
C -3.96644 -5.82724 1.50118
H -0.80206 -8.76379 4.83505
H 0.84494 -8.12700 4.73706
H -0.52934 -7.02044 4.63726
H 0.19324 -9.16606 2.57093
H 0.41601 -7.41792 2.36517
H -3.39244 -5.18792 0.83258
H -4.12451 -5.30841 2.44548
H -4.91710 -6.09478 1.05128
C 3.01858 5.46918 -2.39662
C 4.08130 6.31014 -1.72794
O 5.39296 5.73256 -1.88825
C 5.97176 5.95486 -3.06614
O 5.52151 6.61303 -3.96871
O 7.14592 5.32378 -3.07984
C 7.88575 5.47917 -4.29589
H 3.05110 4.44525 -2.02179
H 2.03181 5.88241 -2.18185
H 3.15548 5.45431 -3.47662
H 3.94043 6.34496 -0.64964
H 4.09163 7.32660 -2.11889
H 8.02818 6.53312 -4.52492
H 7.36280 5.00027 -5.12197
H 8.83941 4.99288 -4.11754
*
```

## Properties
- frontier orbital gap (Ha) = 0.363
- E_HOMO (eV) = -9.2
- energy above the lowest of the compared OMol25 structures with the same formula, charge and spin (kcal/mol) = 0.00
- structure (SMILES) = COCCCCCCCCC[C@H](N)COC.CCOC(=O)OC.CCOC(=O)OC
- LUMO level (eV) = 0.7



[3]
# C21H46F2N2O3S

2 unconnected molecules or ions with the total composition C21H46F2N2O3S at a distorted geometry (ωB97M-V/def2-TZVPD, the OMol25 dataset).

```
! wB97M-V def2-TZVPD RIJCOSX def2/J DEFGRID3
* xyz 0 1
C -4.31456 2.82663 -1.52799
C -4.52553 1.27989 -1.45340
C -5.01916 0.73552 -0.06488
C -4.43491 1.45797 1.18912
C -3.03699 0.87533 1.64466
C -3.24229 -0.43661 2.51762
C -2.55390 -0.27237 3.92776
C -0.98475 -0.24795 3.76942
C -0.35426 -1.68661 3.68832
C 1.11456 -1.69447 4.25751
C 1.94961 -2.90468 3.70516
C 3.49410 -2.61546 3.59129
C 3.91699 -2.40466 2.10110
C 3.33462 -1.05485 1.49041
N 4.43447 -0.07745 1.34835
C 4.77820 0.22788 -0.06308
C 5.60806 -1.00511 -0.60736
C 4.78721 -1.95160 -1.52597
F 6.65129 -0.49350 -1.38709
S 4.16466 1.31357 2.29158
O 4.69070 1.02642 3.64476
O 2.75989 1.76715 2.31586
F 5.04791 2.56352 1.70569
H -3.62222 3.19994 -0.73825
H -5.26799 3.39350 -1.52591
H -3.81342 3.05670 -2.49927
H -3.63275 0.74822 -1.85175
H -5.33615 1.04310 -2.18662
H -4.67070 -0.32751 -0.00311
H -6.13202 0.66877 -0.04973
H -4.41405 2.56392 1.12442
H -5.12477 1.22156 2.03892
H -2.35674 0.68501 0.79221
H -2.61962 1.62497 2.36001
H -4.31299 -0.70986 2.62085
H -2.70034 -1.26228 2.00703
H -2.86456 0.70050 4.37106
H -2.82778 -1.10940 4.61115
H -0.53752 0.34616 4.59992
H -0.73050 0.28759 2.82858
H -0.38709 -1.99602 2.61875
H -0.99890 -2.39846 4.24618
H 1.59701 -0.70582 4.05779
H 1.05481 -1.78778 5.36477
H 1.56517 -3.30584 2.74080
H 1.83886 -3.73152 4.44400
H 3.81171 -1.75045 4.20887
H 4.03105 -3.52780 3.94154
H 3.66820 -3.26661 1.44301
H 5.02252 -2.27925 2.09308
H 2.83225 -1.26348 0.52108
H 2.54085 -0.73010 2.19641
H 3.86472 0.38344 -0.68327
H 5.45314 1.10516 -0.15219
H 6.08739 -1.54128 0.23511
H 5.43338 -2.81837 -1.79671
H 4.56705 -1.43718 -2.48924
H 3.88138 -2.37027 -1.04652
C -1.02873 2.17906 -6.86810
O -1.27708 0.79836 -6.66728
C -0.69236 0.25505 -5.49511
C -1.48194 0.52384 -4.20070
C -1.33301 1.94973 -3.67862
N -2.90973 0.22175 -4.36527
H -0.03285 2.47042 -6.52298
H -1.79305 2.78105 -6.37240
H -1.09654 2.37913 -7.93855
H -0.67133 -0.82683 -5.65589
H 0.35280 0.57610 -5.40190
H -1.07920 -0.14391 -3.43194
H -1.93661 2.66452 -4.23842
H -1.65911 2.00695 -2.63862
H -0.29095 2.27661 -3.71783
H -3.00737 -0.76069 -4.60939
H -3.22821 0.71107 -5.19884
*
```

## Properties
- frontier orbital gap (Ha) = 0.352
- E_HOMO (eV) = -9.4
- structure (SMILES) = CCCCCCCCCCCCCCN(C[C@@H](C)F)S(=O)(=O)F.COC[C@@H](C)N
- LUMO level (eV) = 0.2



Question: What is the formula in the second record?
Answer: C21H45NO8